The following is a DFT calculation (ωB97M-V/def2-TZVPD) of 2 unconnected molecules or ions with the total composition C14H16 at a distorted geometry.

LUMO energy   0.9 eV
Largest force on an atom   2.7 eV/A
SMILES   Cc1ccccc1.Cc1ccccc1
Gap between HOMO and LUMO   9.61 eV

CARTESIAN COORDINATES (ANGSTROEM)
C1 2.051 -1.365 2.906
C2 2.122 -1.064 1.442
C3 2.238 -2.123 0.534
C4 2.886 -1.743 -0.650
C5 3.234 -0.455 -0.974
C6 2.752 0.604 -0.193
C7 2.109 0.283 0.986
H1 1.033 -1.273 3.288
H2 2.659 -0.670 3.509
H3 2.589 -2.319 3.153
H4 2.151 -3.166 0.783
H5 3.134 -2.488 -1.397
H6 3.878 -0.211 -1.828
H7 2.723 1.606 -0.595
H8 1.804 1.100 1.629
C8 -2.787 -1.529 -0.964
C9 -2.672 -0.025 -0.822
C10 -1.616 0.633 -1.444
C11 -1.293 1.967 -1.168
C12 -2.113 2.693 -0.330
C13 -3.260 2.049 0.195
C14 -3.515 0.706 0.047
H9 -1.797 -1.912 -1.173
H10 -3.332 -1.861 -1.846
H11 -3.333 -1.917 -0.111
H12 -0.917 0.160 -2.131
H13 -0.443 2.294 -1.746
H14 -2.124 3.748 -0.182
H15 -4.045 2.556 0.726
H16 -4.409 0.159 0.386

The following is a DFT calculation (ωB97M-V/def2-TZVPD) of 2 unconnected molecules or ions with the total composition C14H16 at a distorted geometry.

LUMO energy   0.9 eV
Largest force on an atom   1.4 eV/A
SMILES   Cc1ccccc1.Cc1ccccc1
Gap between HOMO and LUMO   9.78 eV

CARTESIAN COORDINATES (ANGSTROEM)
C1 3.328 -2.200 -2.528
C2 2.827 -1.029 -1.749
C3 1.777 -0.225 -2.197
C4 1.166 0.693 -1.346
C5 1.641 0.782 -0.040
C6 2.823 0.173 0.341
C7 3.449 -0.692 -0.547
H1 2.635 -2.896 -3.005
H2 3.911 -2.877 -1.904
H3 3.903 -1.906 -3.416
H4 1.498 -0.345 -3.238
H5 0.424 1.364 -1.753
H6 1.033 1.406 0.607
H7 3.227 0.389 1.297
H8 4.480 -0.978 -0.370
C8 -2.194 -0.663 -0.445
C9 -2.361 0.299 0.690
C10 -3.267 1.361 0.663
C11 -3.567 1.985 1.865
C12 -3.007 1.564 3.061
C13 -2.021 0.584 3.084
C14 -1.648 0.044 1.860
H9 -1.381 -0.363 -1.119
H10 -3.034 -0.786 -1.130
H11 -1.893 -1.648 -0.093
H12 -3.657 1.555 -0.328
H13 -4.218 2.849 1.929
H14 -3.423 2.019 3.948
H15 -1.457 0.357 3.978
H16 -0.993 -0.815 1.883

The following is a DFT calculation (ωB97M-V/def2-TZVPD) of 2 unconnected molecules or ions with the total composition C14H16 at a distorted geometry.

LUMO energy   0.9 eV
Largest force on an atom   2.0 eV/A
SMILES   Cc1ccccc1.Cc1ccccc1
Gap between HOMO and LUMO   9.66 eV

CARTESIAN COORDINATES (ANGSTROEM)
C1 1.765 -1.983 2.880
C2 0.486 -1.684 2.136
C3 -0.675 -2.344 2.541
C4 -1.847 -2.200 1.834
C5 -1.816 -1.373 0.718
C6 -0.634 -0.867 0.205
C7 0.504 -0.903 0.973
H1 2.185 -2.926 2.528
H2 1.624 -1.928 3.955
H3 2.601 -1.317 2.620
H4 -0.458 -3.080 3.281
H5 -2.779 -2.586 2.219
H6 -2.724 -1.114 0.203
H7 -0.644 -0.400 -0.774
H8 1.432 -0.399 0.749
C8 2.189 1.169 -1.381
C9 0.769 1.544 -1.654
C10 0.080 1.137 -2.778
C11 -1.272 1.352 -2.963
C12 -1.992 2.056 -2.003
C13 -1.292 2.538 -0.891
C14 0.055 2.345 -0.728
H9 2.817 2.064 -1.262
H10 2.628 0.622 -2.218
H11 2.366 0.628 -0.466
H12 0.605 0.605 -3.563
H13 -1.783 0.913 -3.811
H14 -3.045 2.038 -2.092
H15 -1.782 3.334 -0.343
H16 0.636 2.757 0.086

The following is a DFT calculation (ωB97M-V/def2-TZVPD) of 2 unconnected molecules or ions with the total composition C14H16 at a distorted geometry.

LUMO energy (alpha / beta)   -4.3 / -8.2 eV
Total charge   +1
2S+1   2
Largest force on an atom   2.7 eV/A
Gap between HOMO and LUMO (alpha / beta)   7.28 / 3.36 eV

CARTESIAN COORDINATES (ANGSTROEM)
C1 -1.413 -0.782 2.540
C2 2.256 -0.389 1.629
C3 2.728 -1.655 1.864
C4 0.867 -0.237 1.775
C5 -0.022 -1.245 2.296
C6 1.812 -2.696 2.220
C7 0.475 -2.521 2.492
H1 2.880 0.436 1.318
H2 3.765 -1.942 1.825
H3 0.393 0.720 1.543
H4 2.256 -3.673 2.384
H5 -1.950 -1.477 3.232
H6 -2.128 -0.795 1.710
H7 -0.185 -3.296 2.831
H8 -1.545 0.190 3.013
C8 -2.600 -0.092 -1.328
C9 -0.822 3.053 -2.425
C10 -1.777 2.116 -1.999
C11 0.361 2.531 -2.807
C12 -1.490 0.784 -1.801
C13 0.706 1.168 -2.675
C14 -0.188 0.282 -2.066
H9 -0.978 4.125 -2.401
H10 -2.838 2.377 -1.878
H11 1.124 3.164 -3.240
H12 1.694 0.847 -2.974
H13 -3.382 0.213 -0.632
H14 -2.071 -0.806 -0.643
H15 0.068 -0.761 -2.183
H16 -3.218 -0.610 -2.070

The following is a DFT calculation (ωB97M-V/def2-TZVPD) of a molecular structure, C14H16AsClO10PReS.

LUMO energy (alpha / beta)   -5.2 / -5.3 eV
Total charge   +1
2S+1   2
Largest force on an atom   0.7 eV/A
Gap between HOMO and LUMO (alpha / beta)   7.55 / 7.44 eV

CARTESIAN COORDINATES (ANGSTROEM)
Re1 -0.549 0.264 -0.245
O1 1.562 -1.491 -2.175
Cl1 0.507 -2.310 -1.697
O2 0.897 -3.596 -1.303
O3 -0.634 -2.280 -2.547
O4 -0.003 -1.624 -0.369
O5 -3.255 -0.208 -3.085
As1 -3.015 0.903 -1.785
O6 -3.738 2.319 -1.913
O7 -1.190 0.913 -1.823
C1 -3.295 -0.174 -0.177
C2 -4.053 -1.325 -0.418
C3 -4.568 -2.075 0.628
C4 -4.360 -1.679 1.939
C5 -3.595 -0.554 2.212
C6 -3.067 0.190 1.171
S1 -1.860 1.403 1.669
O8 -0.614 0.512 1.807
O9 -2.233 2.107 2.829
O10 -1.506 2.134 0.427
H1 -2.511 -0.820 -3.207
H2 -4.270 -1.616 -1.437
H3 -5.151 -2.959 0.411
H4 -4.780 -2.249 2.756
H5 -3.396 -0.259 3.235
C7 1.526 2.936 0.419
P1 1.538 1.355 -0.447
C8 1.941 1.706 -2.164
C9 2.807 0.332 0.295
C10 3.827 -0.230 -0.469
C11 4.780 -1.029 0.144
C12 4.711 -1.273 1.508
C13 3.692 -0.717 2.270
C14 2.738 0.085 1.669
H6 1.315 2.774 1.476
H7 0.754 3.581 0.001
H8 2.504 3.406 0.319
H9 2.905 2.214 -2.215
H10 1.168 2.359 -2.567
H11 1.970 0.786 -2.744
H12 3.882 -0.055 -1.535
H13 5.574 -1.463 -0.447
H14 5.457 -1.898 1.980
H15 3.641 -0.908 3.333
H16 1.944 0.514 2.270

The following is a DFT calculation (ωB97M-V/def2-TZVPD) of a molecular structure, C14H16B2InNO5 at a distorted geometry.

LUMO energy   -7.4 eV
Largest force on an atom   5.1 eV/A
Gap between HOMO and LUMO   1.72 eV

CARTESIAN COORDINATES (ANGSTROEM)
In1 0.340 -5.020 0.121
N1 -1.601 -4.584 -4.853
O1 -1.190 -3.760 -5.711
O2 -2.443 -5.427 -5.093
O3 -1.215 -4.534 -3.684
B1 -1.575 -4.476 3.809
H1 -2.226 -5.323 3.659
H2 -1.874 -4.030 4.744
H3 -0.517 -4.687 3.798
H4 -1.752 -3.759 3.022
B2 2.689 -2.490 -2.284
H5 2.469 -1.461 -2.522
H6 2.074 -3.285 -2.678
H7 3.631 -2.596 -2.799
H8 2.791 -2.577 -1.214
C1 -1.064 1.696 -3.086
C2 -1.160 3.049 -3.043
C3 -0.946 3.776 -1.878
C4 -0.641 3.142 -0.673
C5 -0.566 1.733 -0.699
C6 -0.924 0.998 -1.857
C7 -0.055 0.902 0.555
O4 -0.141 -0.334 0.613
C8 0.326 1.710 1.730
C9 0.764 1.080 2.928
C10 1.321 1.748 4.043
C11 1.507 3.174 3.973
C12 0.963 3.820 2.807
C13 0.386 3.117 1.730
C14 -0.168 3.942 0.514
O5 -0.130 5.162 0.370
H9 -1.205 1.057 -3.945
H10 -1.263 3.513 -4.012
H11 -0.942 4.855 -1.939
H12 -1.105 -0.064 -1.784
H13 0.871 0.006 2.972
H14 1.729 1.204 4.882
H15 1.801 3.827 4.781
H16 1.042 4.892 2.702

These records have energy relative to the best compared isomer or geometry (same formula, charge and spin) values of 132.8; 90.7; 79.2; 96.6; 19.6; 678.1 kJ/mol, in the order they appear.